{"formula": "C36H71B6F28N13O10S4", "method": "ωB97M-V with the def2-TZVPD basis set", "charge": -2, "multiplicity": 1, "gap_ha": 0.17115, "e_tot_ha": -7417.60625, "species": ["C", "C", "N", "C", "C", "N", "C", "C", "H", "H", "H", "H", "H", "H", "H", "H", "H", "H", "H", "C", "C", "N", "C", "C", "N", "C", "C", "H", "H", "H", "H", "H", "H", "H", "H", "H", "H", "H", "C", "C", "N", "C", "C", "N", "C", "C", "H", "H", "H", "H", "H", "H", "H", "H", "H", "H", "H", "C", "C", "N", "C", "C", "N", "C", "C", "H", "H", "H", "H", "H", "H", "H", "H", "H", "H", "H", "C", "C", "N", "C", "C", "N", "C", "C", "H", "H", "H", "H", "H", "H", "H", "H", "H", "H", "H", "C", "O", "C", "C", "N", "H", "H", "C", "C", "O", "C", "H", "H", "H", "H", "H", "H", "H", "H", "H", "H", "H", "H", "H", "H", "N", "S", "O", "O", "F", "S", "O", "O", "F", "N", "S", "O", "O", "F", "S", "O", "O", "F", "B", "F", "F", "F", "F", "B", "F", "F", "F", "F", "B", "F", "F", "F", "F", "B", "F", "F", "F", "F", "B", "F", "F", "F", "F", "B", "F", "F", "F", "F"], "xyz": [[-2.65, -3.90, -6.61], [-2.29, -5.27, -7.17], [-2.85, -6.28, -6.28], [-3.12, -7.58, -6.65], [-3.42, -8.35, -5.47], [-3.33, -7.50, -4.38], [-3.00, -6.25, -4.89], [-3.47, -7.88, -2.96], [-2.12, -3.17, -7.21], [-2.48, -3.63, -5.57], [-3.69, -3.62, -6.76], [-1.23, -5.47, -7.00], [-2.63, -5.40, -8.20], [-2.88, -7.79, -7.69], [-3.60, -9.39, -5.25], [-2.93, -5.38, -4.25], [-4.45, -7.76, -2.51], [-2.81, -7.29, -2.34], [-3.14, -8.91, -2.81], [-4.63, 3.43, -4.05], [-5.72, 3.42, -5.24], [-7.13, 3.42, -4.67], [-7.98, 4.46, -4.46], [-9.23, 3.97, -4.14], [-9.16, 2.58, -3.96], [-7.87, 2.25, -4.36], [-10.25, 1.74, -3.60], [-4.76, 2.56, -3.41], [-4.78, 4.38, -3.53], [-3.60, 3.33, -4.39], [-5.54, 2.52, -5.82], [-5.57, 4.31, -5.84], [-7.56, 5.40, -4.77], [-10.18, 4.46, -3.99], [-7.39, 1.29, -4.52], [-10.84, 1.45, -4.47], [-10.87, 2.16, -2.81], [-9.87, 0.76, -3.32], [6.84, -4.11, -4.19], [7.38, -4.54, -2.85], [7.00, -3.53, -1.82], [6.76, -3.82, -0.53], [6.46, -2.64, 0.16], [6.52, -1.63, -0.76], [6.84, -2.18, -1.94], [6.35, -0.24, -0.52], [7.43, -3.30, -4.61], [5.78, -3.87, -4.25], [7.09, -4.92, -4.88], [8.47, -4.56, -2.90], [6.85, -5.46, -2.63], [6.91, -4.85, -0.27], [6.16, -2.37, 1.16], [7.13, -1.60, -2.81], [6.02, 0.06, 0.47], [5.74, 0.24, -1.29], [7.35, 0.15, -0.73], [0.06, -0.53, -1.30], [1.38, -0.56, -0.67], [1.29, -1.15, 0.67], [1.47, -2.42, 1.04], [1.45, -2.50, 2.43], [1.24, -1.26, 2.93], [1.27, -0.41, 1.88], [1.17, -0.80, 4.30], [-0.63, -0.08, -0.59], [-0.40, -1.51, -1.45], [0.07, -0.01, -2.26], [1.80, 0.44, -0.51], [2.04, -1.16, -1.30], [1.58, -3.11, 0.21], [1.53, -3.43, 2.98], [1.20, 0.66, 2.03], [0.22, -0.27, 4.41], [1.98, -0.13, 4.58], [1.12, -1.72, 4.88], [-0.38, 6.67, -6.38], [0.50, 7.54, -5.40], [0.23, 7.30, -4.01], [0.56, 6.07, -3.44], [0.08, 6.09, -2.10], [-0.73, 7.14, -2.01], [-0.63, 7.92, -3.17], [-1.66, 7.32, -0.91], [-0.13, 5.62, -6.26], [-0.10, 6.95, -7.40], [-1.44, 6.86, -6.24], [0.34, 8.59, -5.66], [1.58, 7.52, -5.56], [1.21, 5.37, -3.93], [0.16, 5.28, -1.39], [-1.27, 8.76, -3.41], [-1.90, 8.39, -0.89], [-1.34, 6.87, 0.03], [-2.62, 6.90, -1.21], [-2.68, -0.11, 10.40], [-2.52, 1.04, 9.60], [-3.55, 1.30, 8.72], [-3.24, 2.50, 7.80], [-2.92, 3.77, 8.67], [-3.64, 4.02, 9.33], [-2.13, 3.59, 9.27], [-2.69, 5.03, 7.88], [-1.35, 5.04, 7.16], [-0.41, 5.27, 8.17], [0.85, 5.60, 7.68], [-2.60, -1.00, 9.78], [-3.66, -0.23, 10.87], [-1.96, -0.20, 11.21], [-4.52, 1.60, 9.13], [-3.63, 0.43, 8.07], [-4.03, 2.84, 7.12], [-2.35, 2.33, 7.20], [-2.59, 5.69, 8.74], [-3.57, 5.14, 7.25], [-1.25, 5.82, 6.41], [-1.29, 4.13, 6.55], [1.38, 4.69, 7.39], [1.30, 6.27, 8.42], [0.77, 6.16, 6.75], [7.57, -7.33, 3.91], [6.92, -6.49, 4.91], [7.29, -5.08, 4.92], [6.62, -7.11, 6.19], [5.44, -6.45, 4.23], [9.09, -7.36, 4.72], [9.16, -8.06, 6.02], [9.98, -6.22, 4.48], [9.70, -8.48, 3.68], [5.47, 1.71, -7.81], [4.20, 1.14, -7.25], [3.18, 0.66, -8.21], [3.74, 1.70, -5.93], [4.88, -0.27, -6.79], [4.76, 2.86, -8.85], [3.83, 3.73, -8.15], [4.71, 2.54, -10.28], [5.97, 3.96, -8.86], [-3.06, 2.51, 2.22], [-2.05, 2.63, 1.37], [-3.39, 3.66, 2.88], [-4.22, 2.18, 1.57], [-2.80, 1.58, 3.18], [3.69, 4.61, 2.48], [3.78, 4.33, 1.11], [3.67, 3.45, 3.20], [4.80, 5.37, 2.82], [2.52, 5.41, 2.76], [3.34, 1.10, 10.60], [3.23, 1.05, 12.01], [3.04, 2.35, 10.09], [4.63, 0.76, 10.22], [2.46, 0.21, 10.05], [1.62, -5.94, -3.42], [1.34, -4.61, -3.56], [0.64, -6.78, -2.97], [1.93, -6.29, -4.72], [2.76, -6.05, -2.62], [-5.94, -2.64, -1.93], [-6.09, -2.94, -3.27], [-6.43, -3.68, -1.17], [-4.61, -2.38, -1.59], [-6.69, -1.58, -1.54], [-0.16, -6.33, 7.09], [1.06, -5.78, 6.85], [-0.01, -7.53, 7.80], [-0.98, -5.43, 7.79], [-0.75, -6.50, 5.83]]}